[1]
C32H96B2N8O8Pt | ωB97M-V/def2-TZVPD

Geometry as ORCA input:
```
! RIJCOSX wB97M-V def2-TZVPD def2/J DEFGRID3
* xyz 0 3
Pt 0.335 -3.410 -1.111
B 0.827 -3.414 -4.657
H 1.293 -4.338 -4.354
H 1.065 -3.147 -5.675
H -0.233 -3.414 -4.456
H 1.272 -2.580 -4.137
B -0.737 0.056 -1.024
H -1.213 -0.623 -0.334
H -0.954 1.094 -0.823
H 0.299 -0.222 -0.903
H -1.009 -0.173 -2.042
C 8.273 1.985 1.039
C 7.789 0.583 1.287
C 8.286 0.084 2.646
O 9.639 -0.196 2.678
C 10.064 -0.553 3.972
N 6.308 0.520 1.321
H 7.855 2.325 0.091
H 9.362 2.021 1.059
H 7.984 2.694 1.814
H 8.125 -0.075 0.484
H 7.650 -0.725 3.008
H 8.093 0.932 3.302
H 9.451 -1.371 4.348
H 10.028 0.218 4.741
H 11.094 -0.894 3.864
H 5.904 1.089 0.591
H 5.871 1.082 2.038
C -1.829 -8.904 -1.095
C -1.905 -7.396 -1.190
C -3.207 -6.759 -0.594
O -2.970 -5.384 -0.987
C -4.086 -4.597 -1.021
N -0.641 -6.900 -0.640
H -1.675 -9.238 -0.069
H -1.015 -9.324 -1.686
H -2.806 -9.297 -1.377
H -1.729 -7.098 -2.223
H -3.212 -6.910 0.485
H -4.049 -7.133 -1.176
H -4.716 -4.585 -0.132
H -4.651 -4.891 -1.906
H -3.759 -3.566 -1.151
H -0.669 -7.242 0.311
H 0.110 -7.435 -1.051
C -0.030 5.744 -2.251
C 0.999 5.731 -1.084
C 0.297 6.054 0.253
O -0.050 7.454 0.187
C -0.797 7.876 1.276
N 1.602 4.413 -1.130
H -0.923 5.125 -2.157
H 0.405 5.430 -3.200
H -0.311 6.779 -2.446
H 1.682 6.556 -1.285
H 1.024 6.118 1.062
H -0.536 5.386 0.473
H -0.159 7.841 2.160
H -1.612 7.164 1.406
H -1.232 8.866 1.139
H 0.844 3.753 -1.034
H 1.701 4.293 -2.128
C -7.193 8.763 -3.600
C -7.130 8.850 -2.016
C -6.283 7.741 -1.438
O -6.970 6.524 -1.775
C -6.302 5.327 -1.207
N -6.628 10.149 -1.566
H -7.362 7.734 -3.917
H -6.212 8.980 -4.024
H -7.921 9.439 -4.048
H -8.099 8.649 -1.557
H -6.132 7.783 -0.360
H -5.304 7.729 -1.918
H -6.785 4.536 -1.782
H -6.590 5.196 -0.164
H -5.216 5.388 -1.280
H -6.974 10.818 -2.239
H -5.660 10.063 -1.842
C 1.773 -3.983 5.410
C 1.222 -5.003 4.361
C 0.538 -6.196 5.019
O -0.047 -7.094 4.029
C -0.811 -8.118 4.675
N 0.329 -4.220 3.532
H 1.885 -2.966 5.035
H 2.714 -4.415 5.749
H 1.174 -3.850 6.311
H 1.999 -5.387 3.700
H -0.242 -5.933 5.734
H 1.370 -6.621 5.582
H -1.541 -7.816 5.425
H -0.079 -8.765 5.158
H -1.308 -8.790 3.975
H 0.560 -3.257 3.732
H -0.526 -4.179 4.069
C -3.195 1.305 4.926
C -2.166 2.475 4.891
C -1.981 3.300 6.234
O -0.944 4.240 6.172
C -0.705 4.987 7.324
N -0.940 1.813 4.370
H -3.180 0.731 4.000
H -4.231 1.627 5.032
H -2.904 0.639 5.739
H -2.587 3.180 4.175
H -1.797 2.603 7.051
H -2.949 3.744 6.464
H -1.418 5.810 7.378
H 0.309 5.378 7.235
H -0.640 4.354 8.208
H -0.257 2.551 4.468
H -1.065 1.631 3.384
C -3.782 0.919 -8.460
C -3.936 1.281 -6.990
C -4.991 0.453 -6.184
O -6.199 0.505 -6.901
C -7.049 1.512 -6.395
N -2.665 1.150 -6.362
H -3.358 -0.063 -8.672
H -3.022 1.513 -8.967
H -4.696 0.998 -9.049
H -4.125 2.353 -6.937
H -4.975 0.619 -5.107
H -4.862 -0.617 -6.342
H -6.529 2.456 -6.233
H -7.471 1.179 -5.447
H -7.865 1.821 -7.047
H -2.476 0.159 -6.349
H -2.699 1.431 -5.392
C 6.332 -3.896 -2.727
C 5.856 -4.795 -1.577
C 7.092 -5.230 -0.746
O 6.640 -6.043 0.358
C 7.573 -5.959 1.437
N 4.958 -4.098 -0.626
H 7.256 -4.164 -3.239
H 6.549 -2.878 -2.406
H 5.546 -3.898 -3.483
H 5.402 -5.683 -2.015
H 7.476 -4.316 -0.294
H 7.907 -5.745 -1.255
H 7.030 -6.501 2.212
H 7.744 -4.950 1.810
H 8.542 -6.428 1.267
H 5.085 -4.792 0.096
H 5.298 -3.205 -0.299
*
```

Summary:
E_LUMO (alpha / beta) (eV): -2.89 / -5.00
Maximum force (eV Å⁻¹): 5.9
Relative energy (zero: lowest compared OMol25 entry of this formula, charge and spin) (kcal/mol): 74.55
E_tot (eV): -67618.2036
<S²>: 2.03

---

[2]
C2H4OYb | ωB97M-V/def2-TZVPD

Geometry as ORCA input:
```
! RIJCOSX wB97M-V def2-TZVPD def2/J DEFGRID3
* xyz 1 2
C -0.434 0.531 -0.426
C 0.815 0.444 0.298
O 1.943 0.727 -0.140
Yb -1.550 -1.654 -0.390
H -0.288 0.672 -1.508
H -1.170 1.205 0.037
H -0.004 -2.223 0.730
H 0.688 0.298 1.399
*
```

Summary:
E_LUMO (alpha / beta) (eV): -5.58 / -7.38
Maximum force (eV Å⁻¹): 3.1
Relative energy (zero: lowest compared OMol25 entry of this formula, charge and spin) (kcal/mol): 0.00
E_tot (eV): -35704.0133
<S²>: 0.78

---

[3]
C4H15NO3 | ωB97M-V/def2-TZVPD

Geometry as ORCA input:
```
! RIJCOSX wB97M-V def2-TZVPD def2/J DEFGRID3
* xyz 0 1
C -13.429 -29.826 8.132
O -12.062 -29.495 8.331
C -11.591 -28.593 7.352
C -10.159 -28.217 7.658
C -10.049 -27.493 8.986
N -9.690 -27.407 6.530
H -13.554 -30.495 7.279
H -14.020 -28.914 7.973
H -13.807 -30.287 9.042
H -11.584 -29.054 6.353
H -12.193 -27.673 7.299
H -9.555 -29.122 7.725
H -10.644 -26.575 9.002
H -9.003 -27.215 9.161
H -10.323 -28.106 9.852
H -10.256 -26.575 6.424
H -8.730 -27.124 6.666
O -11.878 -29.795 11.137
H -11.944 -29.763 10.172
H -11.962 -28.874 11.424
O -11.771 -27.044 12.041
H -12.532 -26.846 12.597
H -11.548 -26.212 11.613
*
```

Summary:
SMILES: COC[C@H](C)N.O.O
E_LUMO (eV): 0.52
Maximum force (eV Å⁻¹): 0.9
Relative energy (zero: lowest compared OMol25 entry of this formula, charge and spin) (kcal/mol): 16.18
E_tot (eV): -12023.5167

---

[4]
C28H47N8O7 | ωB97M-V/def2-TZVPD

Geometry as ORCA input:
```
! RIJCOSX wB97M-V def2-TZVPD def2/J DEFGRID3
* xyz 1 1
C 61.397 4.915 57.213
C 60.220 5.671 57.989
C 59.847 4.735 59.181
C 60.893 4.968 60.361
C 60.769 6.367 60.710
C 61.287 7.467 59.558
N 60.661 7.028 58.350
O 60.599 7.934 57.350
C 62.757 7.346 59.477
C 60.865 8.921 59.985
C 58.948 5.826 57.112
H 61.056 3.987 56.722
H 62.282 5.029 57.834
H 61.720 5.443 56.387
H 59.891 3.925 58.735
H 58.917 4.939 59.534
H 61.964 4.665 60.170
H 60.519 4.451 61.342
H 61.483 6.680 61.604
H 59.693 6.788 60.960
H 63.157 8.347 58.944
H 62.993 6.285 59.164
H 63.057 7.564 60.440
H 59.813 9.240 59.778
H 61.493 9.673 59.490
H 61.022 9.094 61.007
H 58.497 4.809 56.975
H 58.951 6.135 56.229
H 58.209 6.212 57.743
N 56.348 7.200 59.114
C 55.992 5.916 59.086
C 56.423 5.487 60.511
C 57.118 6.574 61.141
C 56.857 7.832 60.282
H 56.108 7.654 58.174
H 55.337 5.347 58.248
H 56.142 4.659 61.006
H 57.319 6.526 62.173
H 57.037 8.831 60.325
N 57.847 6.181 51.615
C 57.688 5.230 52.496
C 57.176 3.944 51.768
C 57.106 4.374 50.391
C 57.502 5.756 50.284
H 58.246 7.203 51.807
H 58.047 5.488 53.538
H 56.910 3.054 52.211
H 56.693 3.893 49.312
H 57.738 6.455 49.290
N 58.842 1.209 59.080
C 57.822 1.289 58.303
C 56.642 1.754 59.122
C 57.175 1.744 60.515
C 58.608 1.310 60.410
H 59.817 0.810 58.722
H 57.804 0.965 57.177
H 55.751 2.191 58.694
H 56.728 1.944 61.474
H 59.262 1.170 61.145
N 55.044 9.300 57.161
C 56.323 9.882 57.193
C 57.146 8.981 56.464
C 56.408 7.824 55.933
C 55.005 8.133 56.363
H 54.184 9.723 57.633
H 56.493 10.900 57.697
H 58.400 9.311 56.715
H 56.870 7.051 55.406
H 54.137 7.543 56.015
C 60.925 4.812 52.051
N 61.050 4.953 53.564
O 60.175 4.453 54.155
O 62.146 5.385 53.914
H 60.660 3.791 51.771
H 61.804 5.145 51.436
H 60.206 5.569 51.776
C 61.813 12.311 56.470
N 61.051 11.135 56.064
O 61.397 10.459 55.093
O 60.150 10.771 56.910
H 60.991 13.049 56.585
H 62.302 12.688 55.514
H 62.203 12.020 57.524
C 57.343 11.837 62.131
N 57.836 11.999 60.746
O 58.997 11.987 60.550
O 56.861 11.988 59.904
H 57.535 10.783 62.208
H 56.400 12.404 62.180
H 58.317 12.214 62.613
*
```

Summary:
E_LUMO (eV): -5.81
Maximum force (eV Å⁻¹): 9.6
Relative energy (zero: lowest compared OMol25 entry of this formula, charge and spin) (kcal/mol): 4.26
E_tot (eV): -56020.5831